191
Properties=species:S:1:pos:R:3:forces:R:3 method="wB97M-V/def2-TZVPD" total_charge=-1 lumo_energy_ha="0.052 / 0.052" spin_multiplicity=2 total_energy_ha=-3939.85590 orbital_gap_ha="0.052 / 0.306"
H -0.266720 3.589451 4.055410 0.054 -0.212 -0.499
C -2.805490 -6.889339 -5.575660 0.716 0.201 -0.188
C -4.251170 1.446081 7.171050 -0.212 0.774 2.642
H -3.635330 1.263091 0.641660 -0.038 0.070 0.579
H 1.163780 1.086391 2.268570 0.154 0.372 -0.030
H -3.083160 2.794291 -2.159430 -0.790 0.632 0.310
H -0.672180 0.361091 7.092980 -0.179 0.180 0.510
C -6.972410 -1.288809 0.106250 6.319 0.715 2.654
C 0.493220 0.655891 -0.245090 1.343 0.650 -0.307
H 7.416180 -3.834709 8.607310 -0.560 0.342 -0.581
H 4.571170 5.356721 -6.873220 0.935 -0.545 0.227
H 5.048890 -0.879929 -1.506490 0.318 0.679 0.562
H 9.066170 -4.103189 8.413710 0.242 -0.431 -0.370
C -8.766860 -0.966469 -5.585200 -0.086 -0.681 -0.557
N -7.662730 1.188221 -4.799610 -1.977 -1.801 2.604
C -5.093440 0.223321 7.119740 0.147 -0.340 -1.551
H 5.748220 2.041961 4.651760 -0.553 1.051 0.903
H -6.311350 -2.133319 -7.708450 -1.116 0.478 -0.939
H -5.996400 4.755741 -5.658680 -0.025 0.469 0.060
H -5.244730 -5.651949 -5.919070 -0.078 0.465 -0.691
O 5.847330 0.319691 -0.409270 -0.219 0.429 -0.032
O 0.926020 3.513321 -2.392260 0.943 0.416 -0.378
H -2.630100 2.691501 0.261820 0.243 0.180 0.417
H 4.632430 0.779631 1.361610 -0.604 0.662 0.963
H -4.672140 -5.636609 -4.338320 0.538 -0.110 0.453
H 3.648040 6.648291 -6.416850 -0.405 0.221 -0.094
H -0.124770 2.905371 -4.034560 -0.267 0.701 -0.359
H 9.801940 0.299791 2.303660 -0.057 -0.439 0.668
H -3.136620 0.019311 4.303140 -0.423 -0.177 0.405
O 4.285290 5.776551 -4.830280 1.446 -1.913 2.723
H -0.202130 0.373931 -1.035730 -0.149 -0.414 0.037
H -9.684790 -0.394519 -5.720800 0.127 0.086 -0.328
H -7.824250 -2.147849 1.656540 -0.406 0.023 -0.347
N 6.118920 0.003291 3.625980 1.352 0.230 -1.468
H -6.963470 -0.798049 -4.438430 0.324 -0.068 -0.200
H 0.909890 4.289561 -0.726660 0.104 0.038 -0.569
H -3.392590 1.354181 7.836250 0.841 -0.886 -0.420
H 5.696930 4.871361 -1.889040 -0.503 -0.148 0.067
H 0.020980 2.664251 2.522240 -0.694 0.933 -0.014
N 1.606890 1.351961 3.136460 3.159 -4.395 -3.107
C -7.922620 -0.283939 -4.500250 1.598 0.482 -1.911
H 0.035640 -3.761029 1.476040 -0.241 0.044 0.080
H -6.744300 1.311981 -5.201180 0.206 -0.014 0.363
H -2.637860 -3.435569 -4.541170 0.424 0.204 0.241
H 2.507000 -2.066949 1.986860 -0.426 0.896 1.167
N 4.923960 1.697021 1.055820 -2.131 -0.888 1.827
C -3.501090 1.795571 -2.032940 2.087 0.037 0.529
H 6.197610 -0.966909 3.356500 0.419 0.328 -0.010
H 4.197420 2.987591 -2.636460 0.367 0.046 0.165
C 1.181340 -0.563029 0.355650 -0.067 0.392 -1.173
H 8.007140 -5.480029 4.548550 0.130 -0.380 -0.427
C -4.498490 -3.685589 -5.196060 -0.212 0.730 0.134
H -6.318310 -1.614299 -6.141450 -0.109 0.398 0.101
O -4.183700 -0.257409 -6.267200 1.811 -1.370 -0.364
H -8.291700 -0.549929 -3.509730 -0.741 0.737 -0.054
C 1.086080 2.105301 4.013750 0.124 2.251 2.270
H 2.499080 0.944071 3.376710 -0.280 -0.267 -0.029
N 5.034800 1.438261 5.034760 1.058 1.620 -0.706
H -2.411260 -7.312229 -6.499700 -0.093 0.015 -0.143
H -8.825800 1.898411 -3.086930 -0.345 0.194 -0.676
C 4.980510 5.320731 -2.576730 -0.760 1.817 -1.492
H 9.815890 -0.768329 0.931630 0.082 -0.268 -0.208
H 6.333440 5.536931 -4.281170 0.002 0.217 -0.042
H -7.031870 -1.127589 7.932520 -0.403 -0.398 0.085
O -2.600520 1.146101 -1.089130 -0.498 -0.163 -0.484
C -1.002780 -0.609399 6.722920 0.170 1.148 -0.751
H -1.485410 0.423781 4.447300 0.452 -0.241 0.070
H 6.848900 0.686911 3.484950 0.065 -0.435 -0.358
H -2.665840 -1.412129 -3.540100 -0.058 0.388 0.157
H 3.086380 5.293181 -3.256250 0.046 0.426 -0.049
C 9.223300 -0.472889 1.797460 -0.495 0.430 -0.908
N 0.094620 2.814161 3.518340 -2.764 1.234 -0.581
O 8.861870 -1.578969 2.580580 -0.128 0.042 1.005
H -1.475460 -0.147619 0.881030 0.138 0.098 -0.041
H 4.052610 -1.117849 1.988110 -0.410 0.460 0.156
H -4.646600 -0.420959 6.362540 -0.320 -0.468 -0.205
H -2.467840 -1.581389 -6.165420 -0.813 -0.781 -0.527
O -3.151820 -5.527419 -5.794020 -0.933 -0.452 0.256
H 6.101550 -3.920369 6.155910 0.094 0.490 0.185
O -5.827640 -1.473879 0.547990 -0.128 -0.394 -0.591
H -5.485670 -3.336909 -4.892790 -0.165 -0.221 0.002
C -3.502310 -1.577389 -4.219140 1.184 -1.694 -0.476
H 1.252760 1.255811 -0.746380 0.349 -0.072 -0.165
H 4.403630 1.600991 5.806270 0.138 0.211 -0.462
C -0.236960 3.009151 -2.955330 -1.058 -0.452 -0.833
H 5.960930 3.491561 -0.386780 -0.074 -0.098 0.701
H -4.438920 4.144181 -5.173920 -0.088 -0.528 -0.234
N -7.984790 -1.671939 0.780280 -4.456 -1.831 1.208
H 6.891550 -2.061299 1.882610 -0.204 0.168 0.852
H -2.651740 2.523781 4.489560 0.420 -0.524 -0.421
H -1.532670 1.067381 2.173340 -0.650 -0.035 0.004
O 2.467400 -0.253309 0.865230 -0.117 0.077 0.861
H 5.017950 6.405611 -2.478060 0.457 0.100 0.415
C 3.383270 3.607081 -2.260310 -1.990 -1.236 0.281
C -4.460300 -5.198069 -5.313460 0.680 0.176 1.086
C -7.007550 -2.030699 -6.876060 -0.088 0.564 1.844
H -4.380530 -1.202389 -3.693590 -0.184 0.200 -0.542
H -7.182800 1.698881 -2.701490 0.534 -0.164 -0.037
O 1.555740 2.268541 5.114030 0.503 0.250 2.518
H 3.406980 -2.080689 0.677430 0.622 0.261 -0.778
C 8.104890 -4.523109 8.117540 -0.240 1.000 -0.733
O 8.053540 -4.520209 6.647910 -0.057 -0.375 2.029
N -0.128290 1.531601 0.717760 -1.020 -2.275 0.445
H 7.671740 -2.918559 4.364020 -0.048 -0.230 0.782
O -2.294000 -0.512419 6.133790 -0.460 0.235 -0.448
H -6.161690 -1.962249 9.286960 0.038 -0.038 -0.237
H 1.286840 -1.216509 -0.510340 0.059 -0.751 0.256
H 6.226230 -5.603529 6.379050 0.463 -0.459 0.464
C -3.696830 0.313941 -7.500750 -0.300 0.434 1.028
C 6.798160 -4.747719 6.020480 -0.540 0.199 0.025
H 8.331260 0.019091 1.409760 -0.160 0.171 -0.147
H -3.918570 3.088661 6.318230 -0.100 0.453 -0.749
H -6.571030 0.390671 -0.911240 0.022 -0.569 -0.254
H 1.335040 3.486781 0.484410 0.559 0.074 0.270
H 2.072450 1.991291 -2.935820 0.633 -0.219 -0.560
C -7.832430 1.995201 -3.525070 0.987 -0.556 -2.023
H 9.065100 -4.125549 2.832400 0.258 0.249 0.241
H -4.803650 2.074531 7.869560 -0.554 0.749 -0.320
H -3.618250 -7.528599 -5.230880 -0.193 0.227 0.042
H -1.989870 2.280331 6.083560 0.954 -0.469 -0.161
O 5.930360 -4.122219 0.052660 0.387 -0.443 0.169
C 4.554010 6.129061 -6.104260 -1.381 1.565 -1.974
O -6.025630 3.319271 -4.188400 0.316 1.732 0.567
H -6.089920 0.548291 6.820530 -0.309 -0.108 -0.446
H -4.575270 0.556231 -8.098850 0.150 0.242 0.085
H -3.306350 1.390791 -3.026080 -0.201 -0.689 0.174
H 8.138000 -2.565419 0.928010 0.506 0.023 -0.353
C -2.677690 1.857111 5.351510 -0.919 0.632 1.083
O 4.061870 -3.994489 3.865260 -0.518 -0.446 -0.150
H 4.813220 2.584741 1.524640 0.000 -0.119 0.138
H 5.265810 6.945511 -6.226190 0.913 -0.457 0.029
O 0.611240 4.008881 0.138360 -0.310 0.651 0.785
C 7.908970 -2.438439 1.986080 1.678 -1.480 -1.959
C -2.410260 0.395641 5.023470 0.853 0.248 -0.047
C -2.663060 1.602231 0.284200 0.583 -1.251 -0.455
H 7.595000 -4.630849 2.042390 -0.208 0.247 -0.216
C -1.445440 0.920381 1.096830 -0.758 2.544 -1.122
H -3.110500 1.182261 -7.200190 -0.170 0.511 -0.347
O -5.177960 -0.412489 8.340440 -0.201 -0.917 1.416
O 5.143330 -1.765899 -1.856330 -0.485 -1.231 -0.716
H -5.017620 5.371281 -4.258480 -1.168 -0.007 1.128
O -8.236160 -1.224699 -6.937720 1.591 -0.069 0.754
O 4.400780 -0.637789 4.802990 -3.047 -3.337 0.549
H 3.923120 -3.054149 3.752360 0.069 0.475 0.259
H -0.255350 -0.790799 5.950560 0.113 -0.695 -0.057
N 6.128690 2.515491 -0.584900 2.348 3.138 -3.308
N -3.528830 -3.074769 -4.231190 -1.180 -0.588 -1.109
H -1.103060 3.589611 -2.637500 0.287 0.760 -0.403
H 6.088800 -1.911979 -1.887770 0.216 0.269 0.089
H 6.275890 -5.592259 4.154660 -0.008 0.290 -0.582
C 3.136880 -1.358929 1.448280 -0.251 -1.346 -1.318
H -7.173730 -3.027649 -6.467930 -0.618 -0.294 -0.269
C 5.120870 0.244841 4.462560 0.433 0.182 1.412
N 3.547570 5.020201 -2.400160 0.995 -0.279 0.113
H -4.353160 -3.351789 -6.223460 0.156 0.538 -0.264
H 5.448160 4.025741 -4.248570 -0.397 -0.101 -0.496
H -7.799820 4.079251 -3.221780 0.565 0.559 0.107
C -3.082170 -0.914799 -5.560150 -0.687 0.790 0.696
H 5.687630 -3.929749 -0.853020 -0.244 0.245 -0.209
H -9.064950 -1.951569 -5.226280 -0.052 -0.210 0.350
H 5.387690 -3.533229 0.576910 -0.205 0.205 0.061
O 0.899920 -4.043329 1.176770 -0.063 -0.237 -0.254
N 7.208590 -3.643749 3.835160 -0.282 -2.077 0.323
H 3.221750 3.429681 -1.197040 0.323 -0.643 0.158
H -0.108090 2.465911 0.334660 -1.028 0.241 0.000
N -7.177370 -0.413829 -0.838910 -1.216 2.125 -3.769
C -5.395320 4.496151 -4.787230 0.112 -1.644 -1.134
C 7.059720 -4.941109 4.541600 0.857 1.024 1.295
C 2.152850 3.074461 -3.027240 -0.075 0.055 1.585
H -7.959110 3.587791 -4.914180 -0.008 0.133 -0.135
H -1.989820 -6.913039 -4.853020 -0.061 -0.163 0.220
H 1.511000 -3.451789 1.615970 0.162 -0.033 0.131
C -6.086580 -1.540589 8.284630 1.067 1.636 -0.394
H 0.500180 -0.969339 1.103340 0.248 -0.483 0.286
H 7.916170 -5.449769 8.659560 0.205 -0.616 -0.736
C -7.445600 3.376741 -3.976170 0.072 0.206 0.467
H 4.998240 -4.079049 4.044940 0.363 0.336 -0.156
H -0.629330 2.023141 -2.706450 1.012 -0.739 0.901
C 5.595610 1.495021 -0.031960 0.851 -3.015 0.243
H -8.846160 -1.262839 0.447430 -0.328 -0.552 1.081
N -3.995710 2.152921 5.946020 -0.524 -0.286 0.120
C 8.027950 -3.840589 2.655680 -1.465 1.984 -0.721
H -2.271810 -0.227099 -5.318330 -0.338 1.075 0.166
H -0.999650 -1.342389 7.529660 -0.165 -0.012 -0.307
C 5.366680 5.093151 -4.043390 -0.751 0.595 -0.236
H 6.972970 2.316311 -1.102210 -0.050 0.159 -0.301
H -3.005990 -0.267279 -8.111510 -0.168 -0.798 0.254
H -4.567490 1.760661 -1.810090 0.089 0.044 0.298
H -5.676460 -2.218259 7.535860 -0.237 -0.473 0.153
H -8.036400 -0.449599 -1.368890 0.237 0.491 0.103
H 2.293930 3.441111 -4.043980 -0.681 -0.162 -0.395